1.
ORCA calculation (ωB97M-V/def2-TZVPD) on C3H6N2O as an isolated structure.

Kohn-Sham gap: 8.988 eV
LUMO level: 0.085 eV

Geometry (Å):
C1 -0.95238 -0.95829 -1.24854
N1 0.50355 -1.21606 -0.10846
C2 0.54058 -0.07615 0.43572
N2 -0.45407 0.82507 -0.00698
C3 1.49255 0.46422 1.47194
O1 1.39151 1.60484 1.86781
H1 -1.68397 -0.15949 -1.54293
H2 -0.36669 -1.19805 -2.11632
H3 -1.51053 -1.75766 -0.79596
H4 -0.09770 1.62887 -0.49086
H5 -1.13985 1.05611 0.68949
H6 2.27699 -0.21340 1.84508

natural (NBO) population analysis, charges in e, atoms 1 to 5: -0.399, -0.333, 0.207, -0.862, 0.379

2.
ORCA calculation (ωB97M-V/def2-TZVPD) on an isolated molecule of C3H6N2O.

Kohn-Sham gap: 10.741 eV
LUMO level: 0.821 eV

Geometry (Å):
N1 -1.39671 -0.10393 -0.86885
C1 -0.08610 -0.31600 -1.26951
O1 0.20645 -0.64052 -2.39480
N2 0.91978 0.03500 -0.31725
C2 0.52337 0.95358 0.75509
C3 0.89700 -0.43800 1.06242
H1 -1.68827 -0.47403 0.02605
H2 -2.05971 -0.23765 -1.61536
H3 1.22608 1.76665 0.88071
H4 -0.52235 1.23041 0.87505
H5 1.87080 -0.65033 1.49298
H6 0.10966 -1.12518 1.37346

natural (NBO) population analysis, charges in e, atoms 1 to 5: -0.866, 0.784, -0.564, -0.458, -0.254

3.
ORCA calculation (ωB97M-V/def2-TZVPD) on an isolated molecule of C3H6N2O.

Kohn-Sham gap (spin up / spin down): 8.031 / 8.749 eV
LUMO level (spin up / spin down): 0.110 / -0.021 eV

Geometry (Å):
C1 0.35571 0.80127 0.07650
C2 -0.68156 1.20696 -0.80877
C3 1.29300 -1.04673 1.16635
N1 -2.11562 -0.59038 -0.96015
N2 0.25380 -0.38846 0.48993
O1 -1.69738 0.60946 -1.24920
H1 1.32436 1.40148 -0.00521
H2 -0.62480 2.20860 -1.05057
H3 1.46023 -1.99743 0.76256
H4 2.19446 -0.53263 0.95393
H5 1.04298 -0.89631 2.23976
H6 -2.80519 -0.77582 -1.61513

natural (NBO) population analysis, charges in e, atoms 1 to 5: -0.032, 0.145, -0.439, -0.332, -0.338

The evaluated energy above the lowest of the compared OMol25 structures with the same formula, charge and spin for the records listed, in turn: 106.46, 40.10, 148.33 kcal/mol.